Entry from the OMol25 dataset: 2 unconnected molecules or ions with the total composition C2H9N2 (wB97M-V/def2-TZVPD).

**Multiplicity**: 2
**Energy**: -190.25679 hartree
**Strongest force on any atom**: 1.8 eV Å⁻¹
**LUMO level (spin up / spin down)**: -0.31411 / -0.60423 Eh
**HOMO level (spin up / spin down)**: -21.3 / -20.2 eV
**⟨S²⟩**: 0.756
**Gap between HOMO and LUMO (spin up / spin down)**: 12.795 / 3.721 eV
**Net charge**: +2

Structure (XYZ):
```
13
Properties=species:S:1:pos:R:3:forces:R:3
C -2.206 -1.485 0.754 -0.2 -0.2 -1.7
H -1.245 -1.211 1.289 0.1 -0.6 0.3
H -3.209 -1.074 0.906 -0.2 -0.4 0.3
H -1.997 -1.519 -0.325 0.1 0.8 0.1
H -2.184 -2.561 1.178 -0.1 0.2 1.3
N 1.900 1.972 -0.600 0.1 0.3 0.0
C 1.640 0.692 -0.630 0.6 1.5 0.7
N 0.429 0.165 -0.426 1.4 -0.3 0.0
H 1.240 2.753 -0.586 -0.2 -0.5 0.1
H 2.872 2.285 -0.541 -0.1 -0.2 -0.4
H 2.534 0.080 -0.730 -0.4 -0.4 -0.1
H 0.523 -0.835 -0.284 -0.8 0.0 -0.1
H -0.296 0.737 -0.005 -0.2 -0.2 -0.3
```
Forces are in eV/Å.

Löwdin population analysis, charges in e, atoms 1 to 8: C 0.217; H 0.139; H 0.120; H 0.093; H 0.210; N 0.267; C -0.092; N 0.224

=====

Entry from the OMol25 dataset: C3H5IN2Si in the gas phase (wB97M-V/def2-TZVPD).

**Multiplicity**: 1
**Energy**: -813.97588 hartree
**Strongest force on any atom**: 2.0 eV Å⁻¹
**LUMO level**: 0.00706 Eh
**HOMO level**: -8.8 eV
**Gap between HOMO and LUMO**: 9.006 eV
**Net charge**: 0

Structure (XYZ):
```
12
Properties=species:S:1:pos:R:3:forces:R:3
C -0.924 -1.703 -0.497 -1.1 0.8 -0.7
C -0.756 -0.411 -0.844 -0.3 -0.5 -0.1
C 1.193 -2.014 0.638 -0.6 -1.4 -0.3
N 0.130 -2.203 0.178 1.6 -0.4 1.0
N 0.347 0.309 -0.508 -0.2 0.2 0.0
Si 1.506 0.294 0.821 0.9 1.0 -0.3
I 3.762 -0.022 -0.131 -0.1 0.1 0.2
H -1.776 -2.318 -0.707 -0.1 0.0 -0.1
H -1.495 0.093 -1.446 -0.2 0.0 -0.1
H 0.379 1.192 -0.995 0.1 0.1 0.2
H 1.317 -0.246 2.153 -0.2 0.0 0.3
H 1.497 1.751 1.050 0.1 0.2 0.0
```
Forces are in eV/Å.

Löwdin population analysis, charges in e, atoms 1 to 8: C -0.161; C -0.178; C -0.071; N -0.009; N -0.137; Si 0.022; I 0.367; H 0.102